The following is a DFT calculation (wB97M-V/def2-TZVPD) of a molecular structure, C27H63N9O9Rb.

charge = +1
gap between HOMO and LUMO = 8.511 eV

Element x y z (Å)
Rb 26.389 -3.065 11.105
C 21.975 -4.182 18.160
C 23.071 -3.191 17.852
O 22.749 -1.974 17.927
N 24.163 -3.657 17.342
C 25.284 -2.777 16.863
H 21.976 -4.344 19.238
H 22.145 -5.161 17.712
H 21.017 -3.782 17.829
H 24.361 -4.646 17.289
H 25.075 -1.733 16.628
H 25.613 -3.271 15.949
H 26.133 -2.838 17.544
C 21.201 -2.378 9.231
C 20.416 -3.538 9.867
O 20.358 -4.565 9.305
N 19.850 -3.402 11.096
C 18.959 -4.453 11.664
H 22.008 -2.696 8.570
H 21.833 -1.864 9.954
H 20.723 -1.589 8.649
H 20.147 -2.692 11.750
H 19.505 -5.042 12.400
H 18.602 -5.165 10.920
H 18.104 -4.001 12.167
C 29.263 -3.027 8.503
C 28.430 -4.217 8.183
O 27.226 -4.147 8.240
N 29.135 -5.273 7.684
C 28.448 -6.469 7.428
H 30.256 -3.293 8.866
H 28.856 -2.463 9.342
H 29.350 -2.407 7.610
H 30.107 -5.403 7.929
H 29.096 -7.046 6.769
H 27.486 -6.373 6.924
H 28.225 -6.956 8.378
C 23.010 -3.171 13.312
C 23.876 -2.011 13.688
O 25.151 -2.156 13.738
N 23.262 -0.880 14.170
C 23.901 0.420 14.424
H 22.795 -3.181 12.243
H 22.168 -3.230 14.002
H 23.598 -4.056 13.556
H 22.261 -0.845 14.294
H 23.906 0.320 15.509
H 23.283 1.241 14.060
H 24.937 0.472 14.090
C 27.014 1.772 11.664
C 27.921 0.595 11.804
O 27.950 -0.339 10.946
N 28.808 0.624 12.800
C 29.763 -0.424 13.164
H 27.517 2.737 11.721
H 26.279 1.772 12.469
H 26.598 1.843 10.659
H 28.812 1.440 13.396
H 30.655 -0.212 12.574
H 29.370 -1.426 12.989
H 30.006 -0.184 14.199
C 25.424 -7.879 12.592
C 24.908 -6.922 11.631
O 25.530 -5.887 11.341
N 23.866 -7.394 10.912
C 23.161 -6.692 9.876
H 26.431 -8.248 12.396
H 24.946 -8.858 12.634
H 25.432 -7.281 13.503
H 23.671 -8.385 10.917
H 23.630 -7.123 8.991
H 23.144 -5.602 9.910
H 22.074 -6.769 9.855
C 25.526 0.144 8.297
C 24.558 0.161 9.502
O 24.529 -0.885 10.195
N 23.690 1.141 9.587
C 22.704 1.170 10.637
H 26.480 0.555 8.629
H 25.126 0.696 7.446
H 25.852 -0.869 8.062
H 23.519 1.828 8.867
H 22.331 0.234 11.055
H 21.752 1.578 10.298
H 23.112 1.840 11.392
C 30.097 -6.456 11.812
C 29.296 -5.230 12.404
O 29.149 -4.213 11.757
N 28.903 -5.281 13.689
C 28.111 -4.267 14.377
H 29.352 -7.134 11.394
H 30.794 -6.995 12.454
H 30.604 -6.081 10.923
H 29.354 -6.019 14.211
H 27.431 -4.833 15.012
H 27.364 -3.726 13.795
H 28.739 -3.561 14.920
C 24.800 -3.241 6.415
C 25.667 -3.415 5.222
O 25.539 -2.914 4.109
N 26.811 -4.068 5.430
C 27.762 -4.421 4.452
H 25.323 -2.950 7.326
H 24.185 -4.087 6.721
H 24.170 -2.356 6.324
H 27.190 -4.195 6.357
H 27.407 -4.951 3.567
H 28.274 -5.240 4.956
H 28.516 -3.673 4.206

Results of the Mulliken charge analysis, in e, for atoms 1 through 99: Rb 0.306; C -1.093; C 0.765; O -0.683; N -0.147; C -0.546; H 0.312; H 0.327; H 0.285; H 0.216; H 0.140; H -0.031; H 0.446; C -0.448; C 0.536; O -0.570; N -0.124; C -0.951; H 0.133; H -0.205; H 0.453; H 0.199; H 0.291; H 0.317; H 0.363; C -1.073; C 0.718; O -0.499; N -0.078; C -0.974; H 0.429; H 0.125; H 0.306; H 0.287; H 0.449; H 0.266; H 0.273; C -1.078; C 0.767; O -0.547; N -0.050; C -0.927; H 0.094; H 0.569; H 0.134; H 0.237; H 0.488; H 0.322; H 0.085; C -1.006; C 0.757; O -0.486; N -0.219; C -0.668; H 0.460; H 0.171; H 0.097; H 0.249; H 0.328; H 0.096; H 0.340; C -0.886; C 0.498; O -0.421; N -0.124; C -0.924; H 0.223; H 0.387; H 0.176; H 0.249; H 0.374; H 0.154; H 0.360; C -0.750; C 0.370; O 0.074; N -0.152; C -0.828; H 0.236; H 0.503; H -0.293; H 0.280; H 0.128; H 0.384; H 0.309; C -1.191; C 0.617; O -0.562; N -0.096; C -0.802; H 0.241; H 0.452; H 0.241; H 0.242; H 0.422; H 0.004; H 0.353; C -0.651; C 0.647

The following is a DFT calculation (wB97M-V/def2-TZVPD) of a molecular structure, C27H63N9O9Y.

energy relative to the best compared isomer or geometry (same formula, charge and spin) = 19.748 eV
charge = +3
gap between HOMO and LUMO = 2.852 eV

Element x y z (Å)
Y -0.260 0.056 -0.359
C -2.799 4.248 1.630
O -2.459 3.330 0.954
N -3.667 5.124 1.179
C -3.974 6.323 1.918
C -4.568 4.983 0.018
H -2.341 4.471 2.606
H -3.236 6.501 2.700
H -4.920 6.075 2.398
H -4.087 7.227 1.320
H -4.421 5.717 -0.773
H -4.440 3.965 -0.350
H -5.614 5.045 0.320
C -1.122 3.528 -4.064
O -0.894 2.740 -3.090
N -0.923 4.864 -4.000
C -1.341 5.570 -5.172
C -0.502 5.475 -2.756
H -1.451 3.214 -5.066
H -0.614 5.410 -5.968
H -1.296 6.657 -5.104
H -2.330 5.356 -5.579
H 0.280 6.226 -2.869
H -1.416 6.034 -2.551
H -0.153 4.853 -1.932
C -2.900 -2.077 3.629
O -2.333 -1.885 2.518
N -4.011 -2.897 3.683
C -4.507 -3.800 2.611
C -4.735 -3.043 4.979
H -2.586 -1.741 4.629
H -4.262 -3.444 1.610
H -5.594 -3.846 2.555
H -4.149 -4.816 2.781
H -5.005 -4.082 5.166
H -4.255 -2.638 5.870
H -5.603 -2.388 4.895
C -0.937 -5.124 -1.194
O -0.685 -3.912 -0.838
N -0.815 -6.153 -0.349
C -1.162 -7.508 -0.687
C -0.129 -6.046 0.929
H -1.428 -5.312 -2.161
H -1.855 -7.793 0.104
H -0.315 -8.194 -0.673
H -1.675 -7.442 -1.647
H 0.438 -5.147 1.172
H -0.787 -6.225 1.779
H 0.713 -6.708 1.130
C 4.383 -2.659 1.099
O 3.263 -2.326 0.631
N 5.106 -3.658 0.678
C 6.456 -3.900 1.236
C 4.659 -4.633 -0.287
H 4.860 -2.299 2.024
H 6.443 -4.950 1.525
H 6.656 -3.321 2.138
H 7.236 -3.603 0.535
H 5.435 -4.613 -1.052
H 4.602 -5.642 0.122
H 3.755 -4.434 -0.862
C 3.310 -1.177 -4.352
O 2.784 -0.877 -3.281
N 4.578 -1.156 -4.616
C 5.577 -0.645 -3.692
C 5.038 -1.981 -5.725
H 2.689 -1.525 -5.191
H 6.162 -1.418 -3.195
H 5.120 0.005 -2.946
H 6.296 -0.063 -4.270
H 5.609 -2.815 -5.316
H 4.226 -2.478 -6.256
H 5.585 -1.396 -6.465
C -5.626 -0.624 -1.290
O -4.434 -0.308 -0.989
N -6.716 -0.360 -0.517
C -8.007 -0.839 -0.945
C -6.647 0.273 0.838
H -5.953 -1.043 -2.254
H -8.145 -1.836 -0.526
H -8.033 -0.843 -2.034
H -8.767 -0.200 -0.495
H -6.673 -0.391 1.702
H -5.674 0.705 1.072
H -7.417 1.032 0.981
C 3.640 3.606 -0.875
O 2.681 2.825 -0.943
N 4.200 4.216 -1.899
C 5.341 5.166 -1.730
C 3.894 3.988 -3.350
H 4.024 3.987 0.085
H 6.261 4.776 -2.166
H 5.451 5.517 -0.704
H 5.117 6.063 -2.307
H 4.672 3.526 -3.959
H 3.056 3.292 -3.316
H 3.441 4.842 -3.854
C 2.095 1.254 4.537
O 1.413 0.862 3.552
N 2.310 0.376 5.552
C 2.811 0.898 6.803
C 1.993 -1.037 5.635
H 2.566 2.246 4.616
H 3.719 0.333 7.012
H 2.128 0.709 7.632
H 3.003 1.961 6.658
H 2.841 -1.593 6.034
H 1.145 -1.078 6.319
H 1.583 -1.511 4.743

Results of the Mulliken charge analysis, in e, for atoms 1 through 99: Y 2.460; C 0.126; O -0.629; N 0.144; C -0.905; C -0.904; H 0.321; H 0.275; H 0.390; H 0.292; H 0.285; H 0.295; H 0.357; C -0.090; O -0.609; N 0.205; C -1.070; C -0.915; H 0.408; H 0.385; H 0.395; H 0.377; H 0.324; H 0.399; H 0.270; C 0.141; O -0.654; N 0.177; C -0.955; C -0.937; H 0.313; H 0.288; H 0.371; H 0.344; H 0.336; H 0.319; H 0.333; C 0.111; O -0.643; N 0.204; C -0.823; C -1.007; H 0.343; H 0.340; H 0.295; H 0.270; H 0.271; H 0.351; H 0.367; C 0.188; O -0.690; N 0.155; C -0.879; C -0.968; H 0.287; H 0.338; H 0.336; H 0.300; H 0.364; H 0.321; H 0.292; C 0.059; O -0.607; N 0.166; C -0.873; C -0.932; H 0.372; H 0.308; H 0.248; H 0.342; H 0.320; H 0.351; H 0.314; C 0.072; O -0.621; N 0.166; C -0.835; C -0.902; H 0.295; H 0.324; H 0.304; H 0.286; H 0.351; H 0.251; H 0.354; C 0.147; O -0.654; N 0.169; C -0.866; C -0.974; H 0.315; H 0.316; H 0.310; H 0.326; H 0.323; H 0.272; H 0.352; C 0.184; O -0.647

The following is a DFT calculation (wB97M-V/def2-TZVPD) of 10 unconnected molecules or ions with the total composition C27H64B5F20N7O3.

gap between HOMO and LUMO = 7.508 eV

Element x y z (Å)
C 1.919 -0.995 -3.123
C 1.455 0.458 -3.292
N 1.071 1.081 -2.097
C -0.245 1.449 -1.750
C -0.138 1.881 -0.425
N 1.127 1.790 0.074
C 1.891 1.438 -1.027
C 1.587 2.000 1.430
H 1.864 -1.459 -4.107
H 1.340 -1.635 -2.457
H 2.900 -0.997 -2.648
H 0.703 0.485 -4.081
H 2.226 1.095 -3.726
H -1.144 1.231 -2.307
H -0.925 2.345 0.152
H 2.969 1.445 -1.092
H 2.631 2.308 1.391
H 1.682 1.085 2.015
H 0.889 2.616 1.998
C 1.961 1.155 5.972
C 1.937 0.280 4.668
N 2.282 -1.061 4.979
C 3.418 -1.563 4.422
C 3.395 -2.941 4.748
N 2.406 -3.195 5.656
C 1.652 -2.021 5.751
C 2.067 -4.582 6.180
H 1.268 0.820 6.744
H 1.550 2.146 5.778
H 2.918 1.272 6.480
H 2.499 0.504 3.761
H 0.889 0.207 4.377
H 4.166 -1.002 3.882
H 3.971 -3.780 4.387
H 0.654 -1.812 6.107
H 2.685 -4.782 7.055
H 2.274 -5.288 5.375
H 1.020 -4.708 6.456
C -0.772 -1.173 0.615
N -1.112 -2.715 0.585
C -2.360 -2.773 1.404
C -1.374 -3.145 -0.875
C 0.019 -3.471 1.394
C -0.278 -5.004 1.632
O -0.463 -5.588 0.377
H -1.665 -0.656 0.263
H -0.039 -1.035 -0.179
H -0.463 -0.816 1.598
H -3.060 -2.256 0.747
H -2.274 -2.214 2.335
H -2.624 -3.784 1.713
H -0.457 -3.527 -1.324
H -1.968 -2.400 -1.404
H -2.075 -3.975 -0.787
H 0.215 -3.100 2.400
H 0.925 -3.193 0.856
H -1.227 -5.211 2.126
H 0.578 -5.390 2.185
H -0.843 -6.470 0.400
C -0.725 0.069 -7.329
N -1.704 -1.073 -7.151
C -1.440 -2.241 -8.039
C -1.620 -1.527 -5.569
C -3.111 -0.508 -7.443
C -4.249 -1.539 -7.575
O -4.394 -2.267 -6.333
H -0.473 0.596 -6.408
H -1.046 0.694 -8.163
H 0.218 -0.446 -7.512
H -0.370 -2.439 -8.098
H -1.664 -1.979 -9.073
H -2.066 -3.101 -7.797
H -0.586 -1.800 -5.361
H -2.200 -2.448 -5.510
H -2.114 -0.826 -4.896
H -3.083 -0.055 -8.434
H -3.335 0.181 -6.628
H -4.012 -2.267 -8.351
H -5.089 -0.966 -7.966
H -4.854 -1.778 -5.647
C -0.635 6.616 3.358
N -1.502 5.487 3.916
C -0.510 4.602 4.621
C -2.472 6.090 4.982
C -2.338 4.707 2.935
C -3.547 3.803 3.507
O -4.710 4.424 3.900
H -0.128 6.334 2.436
H 0.071 6.923 4.129
H -1.275 7.436 3.031
H 0.158 4.164 3.879
H -1.120 3.836 5.098
H 0.149 5.145 5.299
H -2.027 6.961 5.463
H -2.985 5.340 5.584
H -3.271 6.571 4.419
H -1.605 4.123 2.378
H -2.966 5.316 2.285
H -3.184 3.118 4.274
H -3.856 3.206 2.649
H -5.272 3.816 4.385
B -4.193 0.404 -0.828
F -4.614 -0.388 0.297
F -3.483 1.468 -0.383
F -3.396 -0.340 -1.653
F -5.346 0.678 -1.542
B 5.557 2.342 -1.453
F 6.745 2.819 -0.967
F 5.591 0.985 -1.557
F 4.612 2.676 -0.543
F 5.157 2.893 -2.658
B 0.957 -4.337 -6.012
F -0.233 -4.585 -6.535
F 1.807 -5.347 -6.423
F 1.466 -3.136 -6.544
F 0.746 -4.304 -4.655
B 3.457 4.184 3.318
F 3.794 5.218 4.145
F 2.474 4.624 2.464
F 4.572 4.048 2.545
F 3.267 2.977 3.920
B 3.326 -2.846 -0.377
F 2.659 -3.365 -1.483
F 3.132 -3.905 0.529
F 4.697 -2.738 -0.665
F 2.689 -1.691 0.050

Results of the Mulliken charge analysis, in e, for atoms 1 through 99: C -0.764; C -0.162; N 0.538; C -0.545; C -0.760; N 0.821; C -0.560; C -0.116; H 0.388; H -0.013; H 0.355; H -0.198; H 0.321; H 0.483; H 0.485; H 0.504; H 0.405; H 0.120; H -0.458; C -1.237; C 0.043; N 0.371; C -0.309; C -0.612; N 0.118; C -0.193; C -0.837; H 0.452; H 0.166; H 0.397; H 0.210; H 0.152; H 0.587; H 0.465; H 0.400; H 0.323; H 0.332; H 0.346; C -0.209; N 0.597; C -0.909; C -0.863; C 0.260; C -0.593; O -0.501; H 0.162; H -0.120; H 0.188; H 0.483; H 0.245; H 0.265; H 0.488; H 0.195; H 0.354; H 0.021; H -0.010; H 0.347; H 0.344; H 0.307; C -0.800; N 0.413; C -1.003; C -1.049; C -0.542; C -0.775; O -0.472; H 0.278; H 0.304; H 0.375; H 0.258; H 0.394; H 0.399; H 0.314; H 0.351; H 0.517; H 0.412; H 0.430; H 0.412; H 0.367; H 0.343; C -0.836; N 0.191; C -1.076; C -0.921; C -0.572; C -0.783; O -0.511; H 0.280; H 0.399; H 0.406; H 0.248; H 0.385; H 0.464; H 0.347; H 0.354; H 0.424; H 0.493; H 0.370; H 0.359

The following is a DFT calculation (wB97M-V/def2-TZVPD) of 4 unconnected molecules or ions with the total composition C27H64N6O2PS.

charge = +1
gap between HOMO and LUMO = 6.266 eV

Element x y z (Å)
C 1.192 -3.633 0.291
C 0.413 -2.457 0.891
C -1.063 -2.808 1.153
N -2.041 -2.105 0.302
C -1.857 -0.796 0.081
N -2.886 -0.067 -0.394
P -2.801 1.529 -1.080
S -1.855 1.771 -2.725
N -0.634 -0.225 0.346
C 0.548 -1.153 0.072
C 0.509 -1.409 -1.440
C 1.819 -0.409 0.536
C 2.626 0.381 -0.508
C 3.955 0.773 0.121
O 4.048 1.220 1.213
O 5.054 0.469 -0.595
H 1.331 -4.411 1.051
H 2.194 -3.329 -0.049
H 0.670 -4.086 -0.564
H 0.849 -2.254 1.883
H -1.255 -3.881 1.035
H -1.336 -2.547 2.186
H -2.468 -2.632 -0.452
H -3.806 -0.494 -0.316
H -2.372 2.323 -0.017
H -4.174 1.764 -1.187
H -0.599 0.263 1.256
H 1.461 -1.825 -1.797
H 0.313 -0.464 -1.964
H -0.271 -2.131 -1.730
H 1.529 0.307 1.310
H 2.479 -1.129 1.041
H 2.784 -0.197 -1.424
H 2.095 1.313 -0.771
H 4.866 0.511 -1.545
C 0.652 3.473 1.369
C -0.467 3.440 2.391
N -0.534 2.161 3.095
C -1.762 1.987 3.864
C -2.026 2.940 5.031
C 0.706 1.771 3.772
C 1.294 2.741 4.799
H 0.574 2.605 0.718
H 0.567 4.367 0.749
H 1.649 3.481 1.805
H -1.425 3.558 1.872
H -0.362 4.324 3.035
H -1.774 0.956 4.232
H -2.594 2.072 3.155
H -1.385 2.729 5.886
H -3.059 2.833 5.363
H -1.879 3.981 4.744
H 1.465 1.589 3.009
H 0.515 0.803 4.246
H 1.314 3.763 4.419
H 2.323 2.457 5.018
H 0.744 2.742 5.738
C -8.133 2.247 0.418
C -7.811 3.123 -0.782
N -7.263 2.374 -1.904
C -6.686 3.223 -2.936
C -7.595 4.178 -3.714
C -8.091 1.270 -2.379
C -9.526 1.587 -2.812
H -7.263 1.654 0.709
H -8.423 2.871 1.264
H -8.959 1.564 0.221
H -7.053 3.860 -0.499
H -8.708 3.701 -1.047
H -6.172 2.566 -3.645
H -5.904 3.813 -2.445
H -8.226 3.652 -4.430
H -6.984 4.886 -4.276
H -8.240 4.754 -3.050
H -8.130 0.517 -1.589
H -7.552 0.805 -3.209
H -10.033 2.225 -2.086
H -10.098 0.662 -2.888
H -9.571 2.082 -3.780
C 6.458 -2.623 0.309
C 6.606 -3.830 -0.605
N 7.294 -3.510 -1.844
C 7.189 -4.552 -2.853
C 7.837 -5.910 -2.563
C 8.607 -2.897 -1.691
C 9.663 -3.657 -0.880
H 6.017 -1.788 -0.234
H 5.819 -2.877 1.158
H 7.413 -2.291 0.716
H 5.612 -4.191 -0.892
H 7.074 -4.652 -0.040
H 7.600 -4.149 -3.783
H 6.121 -4.710 -3.035
H 8.924 -5.870 -2.626
H 7.494 -6.643 -3.295
H 7.569 -6.283 -1.574
H 8.466 -1.914 -1.235
H 8.985 -2.704 -2.698
H 9.252 -4.038 0.057
H 10.484 -2.985 -0.627
H 10.084 -4.499 -1.426

Results of the Mulliken charge analysis, in e, for atoms 1 through 99: C -1.826; C 0.339; C -0.935; N -0.227; C 0.054; N -0.204; P 0.553; S -0.352; N 0.394; C 1.591; C -2.213; C -0.391; C -0.502; C 0.418; O -0.486; O -0.497; H 0.486; H 0.366; H 0.386; H 0.538; H 0.443; H 0.244; H 0.330; H 0.358; H 0.012; H -0.078; H -0.388; H 0.536; H 0.402; H 0.375; H -0.720; H 0.715; H 0.594; H 0.162; H 0.362; C -0.958; C -0.810; N 0.923; C -0.650; C -1.259; C -0.176; C -1.400; H -0.077; H 0.493; H 0.315; H 0.518; H 0.300; H 0.313; H 0.386; H 0.261; H 0.419; H 0.286; H -0.186; H 0.412; H 0.249; H 0.446; H 0.317; C -1.282; C -0.438; N 0.332; C -0.701; C -1.201; C -0.760; C -0.988; H 0.234; H 0.426; H 0.283; H 0.442; H 0.267; H 0.409; H 0.375; H 0.251; H 0.408; H 0.296; H 0.396; H 0.379; H 0.252; H 0.380; H 0.257; C -1.437; C -0.406; N 0.149; C -0.688; C -0.991; C -0.654; C -0.971; H 0.287; H 0.462; H 0.343; H 0.501; H 0.209; H 0.370; H 0.379; H 0.225; H 0.400; H 0.276; H 0.299; H 0.379; H 0.251

Computed values of F_max (unit: Eh/bohr) for the preceding records, in sequence: 0.1040; 0.0929; 0.1007; 0.0237.
Computed values of E_tot (unit: eV) for the preceding records, in sequence: -61512.6042; -61869.9624; -103363.1219; -62191.3923.